The ion C8H15N2O2 with charge +1 at a distorted geometry. Source: OMol25; level of theory: wB97M-V/def2-TZVPD.

ORCA input file:
```
! RIJCOSX wB97M-V def2-TZVPD def2/J DEFGRID3
* xyz 1 1
H 0.248 1.092 -3.642
H 0.806 -3.909 -0.350
C -1.154 -2.194 0.588
H 0.057 0.800 2.737
H -1.104 -3.253 0.731
H -1.508 -0.867 2.264
H 1.278 3.158 2.824
N -0.991 0.046 0.350
C -1.281 -1.044 1.207
C 0.065 0.019 -3.255
H -1.874 1.540 1.405
C 0.858 -3.543 -1.412
C 0.266 1.566 1.886
O -0.427 -2.971 -1.668
H 1.070 1.339 1.255
O -0.155 0.335 -1.798
H 1.042 -0.643 -3.428
H -0.322 3.391 2.993
H -0.732 -0.342 -3.733
H 0.751 -4.439 -1.981
C -0.578 -0.453 -0.862
H 1.745 -2.905 -1.450
C -0.956 1.373 0.916
H 0.391 3.773 1.592
H -0.884 2.163 0.101
N -0.687 -1.981 -0.740
C 0.375 3.055 2.359
*
```

Calculated values
Structure (SMILES)   CCC[n+]1ccn(OC)c1OC
E   -15603.51500 eV
Frontier orbital gap   10.6 eV
HOMO level   -13.134 eV



A structure of composition C3H8BrLi2O at a distorted geometry. Source: OMol25; level of theory: wB97M-V/def2-TZVPD.

ORCA input file:
```
! RIJCOSX wB97M-V def2-TZVPD def2/J DEFGRID3
* xyz 1 1
Li 2.113 -22.793 -20.667
C 6.333 -20.474 -21.362
H 6.603 -19.000 -22.946
H 5.777 -22.300 -21.712
H 8.134 -19.673 -22.309
H 7.092 -18.480 -21.433
O 6.215 -21.617 -22.236
H 6.381 -21.519 -19.461
H 5.294 -20.138 -21.203
Br 4.255 -24.146 -20.277
C 7.120 -19.379 -22.056
C 7.002 -20.834 -20.059
Li 4.029 -26.259 -21.419
H 8.000 -21.232 -20.221
H 7.056 -19.986 -19.370
*
```

Calculated values
E   -75736.86806 eV
Frontier orbital gap   7.9 eV
HOMO level   -12.495 eV



- Which value of HOMO level does entry 2 give?
  -12.495 eV



- Which of these has the highest HOMO level?
  C3H8BrLi2O



- Among the records above, which one has the highest frontier orbital gap?
  C8H15N2O2